Formula: C40H81F20N7O7PS2
Source: the Open Molecules 2025 dataset
Level of theory: the ωB97M-V functional and the def2-TZVPD basis

Properties
- charge = +1
- 2S+1 = 1
- electronic energy (a.u.) = -5617.0903
- Kohn-Sham gap (eV) = 6.9

Geometry as XYZ:
```
158
Properties=species:S:1:pos:R:3:forces:R:3
C 0.821 1.770 -3.089 -0.7 -0.7 -0.4
C 0.854 0.362 -2.273 0.2 0.3 -0.9
C 2.309 -0.364 -2.385 -1.0 2.0 -0.2
C 3.322 0.885 -2.120 0.4 -0.3 -0.1
C 2.609 -1.458 -1.287 1.3 -0.1 1.1
C 1.500 -1.999 -0.265 -2.0 1.0 1.1
C -0.010 -2.278 -0.624 -1.8 0.1 -0.5
C -1.021 -1.520 0.404 1.4 0.4 -0.5
C -2.356 -1.011 -0.278 0.7 1.9 2.3
F -3.059 -0.315 0.760 1.2 -1.3 -2.0
F -2.004 -0.016 -1.206 -1.0 -2.0 1.0
C -3.351 -2.135 -0.807 -0.5 -1.0 2.1
F -4.581 -2.006 -0.115 2.3 -0.2 -2.3
F -2.839 -3.380 -0.326 -0.6 2.4 -1.1
C -3.516 -2.272 -2.383 0.7 -3.6 -0.7
F -2.311 -2.063 -3.106 -2.6 0.5 1.8
F -3.703 -3.685 -2.573 -0.1 2.7 0.3
C -4.809 -1.664 -3.064 -1.8 -3.0 -2.3
F -6.011 -2.207 -2.555 3.4 1.1 -0.4
F -4.779 -2.163 -4.395 0.5 1.1 3.0
S -5.000 0.184 -3.173 -3.2 4.4 -2.2
F -3.437 0.466 -3.603 -1.8 -1.0 1.3
F -5.359 0.049 -4.813 0.5 0.3 2.7
F -6.644 0.032 -2.851 2.7 0.4 -0.5
F -4.769 0.458 -1.567 0.5 -1.0 -2.1
F -5.267 1.815 -3.349 0.6 -2.3 0.5
N 1.972 -3.296 0.378 1.7 -1.1 -1.3
C 3.391 -3.455 -0.196 0.3 0.8 1.1
P 4.028 -5.094 0.373 2.8 -3.7 2.1
O 4.454 -4.856 2.042 -1.9 1.3 -2.3
O 2.841 -6.338 0.485 0.8 2.8 0.8
S 5.593 -5.874 -0.410 -0.7 0.8 -0.4
C 3.346 -2.883 -1.710 -0.2 1.3 -1.0
N 2.348 -3.353 -2.700 -1.2 -1.6 2.9
C 1.881 -4.558 -2.667 -1.7 -0.8 -0.9
C 0.280 -4.692 -2.926 1.4 -0.6 -1.9
C 2.545 -5.987 -2.596 -0.9 -0.1 0.0
C 4.686 -2.800 -2.574 -0.6 -1.1 -2.6
F 4.284 -2.242 -3.832 0.8 -0.6 2.7
F 5.119 -4.095 -2.990 -1.0 2.4 1.6
C 5.940 -1.992 -2.118 3.0 0.6 -3.0
F 7.088 -2.675 -2.630 -2.4 1.0 1.4
F 5.990 -0.773 -2.852 -0.5 -2.1 2.3
C 6.298 -1.713 -0.617 3.7 1.7 2.4
F 5.604 -0.686 0.020 0.5 -2.2 -1.4
F 6.342 -2.802 0.250 -0.9 1.8 -1.9
F 7.642 -1.248 -0.635 -3.0 -0.9 -0.2
H 1.513 1.739 -4.000 -0.9 0.2 1.4
H -0.236 1.873 -3.523 1.5 0.0 0.7
H 1.022 2.663 -2.420 -0.1 -1.1 -1.0
H 0.623 0.608 -1.190 0.0 -0.5 -1.2
H 0.034 -0.257 -2.787 1.2 0.6 1.2
H 2.341 -0.715 -3.470 0.4 0.0 1.7
H 2.884 1.602 -1.335 0.5 -1.1 -1.2
H 4.323 0.563 -1.701 -1.2 0.2 -0.6
H 3.543 1.442 -3.094 -0.4 -0.7 1.5
H 3.269 -0.867 -0.546 -0.6 -1.2 -1.2
H 1.566 -1.274 0.627 -0.5 -0.9 -1.4
H -0.342 -3.378 -0.544 1.1 1.4 -0.1
H -0.238 -2.012 -1.716 0.5 -0.1 1.8
H -0.451 -0.582 0.742 -1.3 -1.0 -0.5
H -1.178 -2.147 1.343 -0.2 0.8 -1.4
H 1.549 -4.190 0.077 -0.9 0.8 -0.2
H 1.929 -3.357 1.415 0.3 0.5 -0.7
H 3.935 -2.657 0.437 -0.2 -1.5 -1.2
H 4.729 -3.915 2.161 0.0 -1.0 0.1
H 2.861 -6.717 1.399 0.1 0.4 -0.7
H 0.201 -5.354 -3.864 -0.2 0.8 1.4
H -0.240 -5.252 -2.087 0.7 0.8 -0.9
H -0.190 -3.699 -3.199 0.6 -1.2 0.7
H 1.916 -6.620 -1.872 1.2 0.8 -0.9
H 2.357 -6.473 -3.623 0.2 1.0 1.4
H 3.653 -6.039 -2.415 -1.3 0.2 0.1
C -2.115 -7.598 2.901 -0.2 0.1 0.0
C -1.028 -7.807 1.851 -0.1 -0.2 0.4
C -0.339 -9.183 1.941 0.3 0.1 -0.2
O 0.605 -9.296 3.000 -0.3 0.0 -0.3
C 0.036 -9.583 4.269 0.3 0.1 0.2
N -0.054 -6.711 1.946 0.4 0.1 -0.2
H -1.708 -7.390 3.892 0.1 -0.1 -0.1
H -2.742 -6.744 2.631 0.1 -0.1 0.0
H -2.763 -8.474 2.975 0.0 0.0 0.0
H -1.513 -7.750 0.870 0.1 0.0 0.0
H 0.236 -9.331 1.021 0.1 0.0 0.1
H -1.070 -9.998 1.984 -0.1 0.1 0.1
H -0.840 -10.232 4.191 0.0 0.1 0.0
H -0.222 -8.656 4.785 -0.2 -0.1 0.1
H 0.792 -10.093 4.870 0.0 0.0 -0.1
H 0.615 -6.802 1.183 -0.2 0.0 0.0
H 0.509 -6.879 2.781 -0.2 0.0 0.0
C 6.175 3.596 2.744 0.1 0.1 0.2
C 5.009 4.133 1.919 0.1 -0.4 -0.1
C 3.670 3.427 2.213 -0.1 0.4 -0.1
O 3.544 2.134 1.625 -0.1 -0.1 0.3
C 4.165 1.089 2.352 0.0 0.1 -0.4
N 5.359 4.058 0.495 -0.4 -0.1 0.0
H 6.540 2.633 2.379 -0.1 0.0 0.0
H 7.018 4.290 2.703 -0.1 -0.1 -0.1
H 5.892 3.479 3.793 0.0 0.0 0.0
H 4.886 5.188 2.185 -0.1 -0.1 -0.1
H 2.870 4.027 1.769 0.0 -0.1 -0.1
H 3.465 3.384 3.289 0.1 -0.1 0.0
H 4.111 1.245 3.433 0.1 0.0 0.0
H 5.202 0.976 2.034 0.1 -0.1 0.2
H 3.643 0.157 2.110 -0.1 0.0 0.0
H 4.621 4.504 -0.048 0.2 0.1 0.0
H 5.300 3.078 0.219 0.2 0.1 0.0
C -1.646 3.297 5.708 -0.3 -0.1 0.0
C -0.358 2.622 5.245 0.0 0.5 0.1
C 0.846 2.891 6.170 0.1 -0.1 -0.2
O 1.423 4.183 6.024 -0.2 -0.3 0.2
C 0.748 5.213 6.731 0.2 0.2 -0.2
N -0.078 3.030 3.863 0.3 -0.1 0.1
H -1.656 4.369 5.502 0.1 -0.1 0.0
H -2.506 2.866 5.189 0.1 0.1 0.0
H -1.800 3.154 6.781 0.0 0.0 0.0
H -0.540 1.541 5.252 0.1 0.0 0.0
H 1.640 2.186 5.900 0.0 0.1 0.0
H 0.600 2.693 7.220 -0.1 0.1 0.0
H 0.333 4.858 7.678 -0.1 -0.1 -0.1
H -0.037 5.645 6.108 -0.1 0.0 0.2
H 1.470 6.004 6.944 0.0 -0.1 0.0
H 0.727 2.506 3.524 -0.1 0.0 -0.1
H 0.259 3.992 3.893 -0.2 -0.1 0.0
C -5.467 5.992 1.187 -0.1 0.2 -0.1
C -4.216 6.041 2.061 -0.2 -0.4 -0.1
C -3.068 5.152 1.543 0.1 0.1 0.3
O -3.241 3.762 1.796 0.0 0.2 -0.4
C -4.076 3.095 0.865 0.0 -0.2 0.3
N -4.585 5.698 3.440 0.3 -0.1 0.0
H -6.041 5.074 1.326 0.1 0.0 0.0
H -6.133 6.822 1.434 0.1 -0.1 0.0
H -5.209 6.077 0.129 0.0 0.0 0.0
H -3.857 7.076 2.051 0.1 -0.1 0.0
H -2.157 5.435 2.081 0.0 -0.1 0.1
H -2.868 5.330 0.479 -0.1 0.0 -0.1
H -3.974 3.501 -0.146 -0.1 0.1 0.0
H -5.117 3.141 1.191 -0.1 0.0 -0.2
H -3.785 2.042 0.846 0.1 0.1 0.0
H -3.770 5.824 4.038 -0.1 0.1 0.0
H -4.749 4.692 3.469 -0.1 0.2 0.0
C -3.271 5.588 -7.016 0.0 0.0 -0.2
C -3.711 4.620 -5.921 0.1 0.4 0.1
C -4.909 5.128 -5.094 0.0 -0.3 0.2
O -4.580 6.127 -4.136 -0.2 -0.1 -0.3
C -4.486 7.441 -4.663 0.2 0.0 0.3
N -2.558 4.311 -5.065 -0.1 -0.1 0.2
H -2.711 6.439 -6.624 -0.1 -0.1 0.1
H -2.617 5.080 -7.729 0.0 0.0 0.1
H -4.132 5.971 -7.569 0.0 0.0 0.0
H -4.026 3.695 -6.417 -0.1 0.0 0.1
H -5.297 4.284 -4.515 0.1 0.1 0.1
H -5.730 5.464 -5.738 0.1 0.1 -0.1
H -5.204 7.614 -5.470 0.1 -0.1 0.0
H -3.469 7.636 -5.010 -0.1 0.1 -0.2
H -4.698 8.144 -3.855 0.0 -0.1 0.0
H -2.830 3.594 -4.396 0.0 0.0 -0.1
H -2.385 5.131 -4.482 0.0 -0.1 -0.2
```
Positions in Å, forces in eV/Å.